{"formula": "C25H76O13", "method": "ωB97M-V with the def2-TZVPD basis set", "molar_mass_g_mol": 584.9, "lumo_ev": 0.280, "orbital_gap_ev": 9.67, "spin_multiplicity": 1, "species": ["C", "C", "O", "H", "H", "H", "H", "H", "H", "C", "C", "O", "H", "H", "H", "H", "H", "H", "C", "C", "O", "H", "H", "H", "H", "H", "H", "C", "C", "O", "H", "H", "H", "H", "H", "H", "C", "C", "O", "H", "H", "H", "H", "H", "H", "C", "C", "O", "H", "H", "H", "H", "H", "H", "C", "C", "O", "H", "H", "H", "H", "H", "H", "C", "C", "O", "H", "H", "H", "H", "H", "H", "C", "C", "O", "H", "H", "H", "H", "H", "H", "C", "C", "O", "H", "H", "H", "H", "H", "H", "C", "C", "O", "H", "H", "H", "H", "H", "H", "C", "C", "O", "H", "H", "H", "H", "H", "H", "C", "O", "H", "H", "H", "H"], "coordinates": [[3.81921, -1.07205, -1.17884], [4.51325, -0.27315, -0.12837], [4.98962, -1.17006, 0.84932], [3.17020, -0.55060, -1.87434], [3.25752, -1.85057, -0.66334], [4.55655, -1.60052, -1.79864], [3.75458, 0.40506, 0.30830], [5.28304, 0.41929, -0.49007], [5.18854, -0.64269, 1.63475], [1.13136, -5.23925, -1.80432], [2.08411, -4.26069, -1.16742], [2.64562, -4.94535, -0.04012], [0.64754, -4.84823, -2.70321], [0.36505, -5.52470, -1.07638], [1.64964, -6.15240, -2.09573], [1.68661, -3.33120, -0.74967], [2.88633, -3.97636, -1.85929], [3.50824, -4.59109, 0.19690], [-1.49532, -0.11549, 0.17202], [-0.00975, 0.07597, 0.26905], [0.30286, 0.84193, 1.48432], [-1.73991, -0.96915, -0.46741], [-1.98125, 0.79372, -0.18493], [-1.94270, -0.39196, 1.12778], [0.35329, 0.62403, -0.60209], [0.47812, -0.88993, 0.38591], [0.35610, 1.77617, 1.23259], [2.76184, 2.89847, -3.95506], [2.53870, 3.69589, -2.67789], [2.16786, 2.79769, -1.62688], [1.91437, 2.24661, -4.15800], [3.64100, 2.25221, -3.88822], [2.95040, 3.57448, -4.79616], [1.69169, 4.36769, -2.84587], [3.45832, 4.19679, -2.37249], [1.70239, 3.28953, -0.92969], [3.38014, 1.19247, 5.07577], [3.39535, 0.16909, 3.95358], [4.65164, 0.21041, 3.27477], [2.39685, 1.42366, 5.47252], [3.88730, 2.07948, 4.67878], [3.98667, 0.85776, 5.92207], [2.56093, 0.35488, 3.26928], [3.30058, -0.83077, 4.37227], [4.72149, 1.07948, 2.85705], [-3.49639, 2.74804, 1.68435], [-3.63062, 3.96679, 2.49093], [-2.35468, 4.66873, 2.40346], [-4.40251, 2.14468, 1.73088], [-2.68654, 2.13208, 2.08573], [-3.26909, 3.01200, 0.65416], [-3.92858, 3.75617, 3.51997], [-4.39263, 4.61261, 2.03500], [-2.37806, 5.45535, 2.96030], [0.16836, -3.59372, 1.82505], [0.79853, -2.51069, 2.68644], [-0.13932, -1.46830, 3.01140], [-0.21917, -3.17944, 0.88462], [-0.68630, -4.07295, 2.30075], [0.96390, -4.29396, 1.54806], [1.61334, -2.04800, 2.11276], [1.20598, -2.93101, 3.60878], [0.17212, -0.64095, 2.61618], [-2.23935, -3.43764, -2.60227], [-3.16528, -4.45547, -3.21549], [-4.31055, -4.62001, -2.33060], [-1.37606, -3.28337, -3.24363], [-1.93286, -3.84769, -1.63298], [-2.69960, -2.48425, -2.33918], [-2.61530, -5.39231, -3.35866], [-3.54783, -4.12492, -4.19238], [-4.79094, -5.41190, -2.59166], [0.45942, 6.47079, 0.03703], [0.09973, 5.03295, -0.14450], [0.96470, 4.12670, 0.56224], [0.32264, 6.81893, 1.06003], [-0.17101, 7.08191, -0.62956], [1.47657, 6.72082, -0.27533], [0.12917, 4.75327, -1.19820], [-0.92995, 4.88623, 0.20376], [0.75880, 4.21108, 1.51760], [-2.42019, 2.52469, -2.78215], [-3.78036, 1.97987, -2.44893], [-3.81377, 0.62398, -2.85901], [-2.30751, 2.58594, -3.86999], [-1.57303, 1.95898, -2.38978], [-2.24997, 3.54780, -2.42521], [-4.55327, 2.53733, -2.97885], [-3.93015, 2.01101, -1.36286], [-4.72768, 0.32530, -2.82426], [-3.85991, -2.76365, 1.79451], [-3.79666, -3.79873, 2.86794], [-5.00515, -4.59760, 2.96081], [-4.70028, -2.08583, 1.97610], [-3.97891, -3.16650, 0.79896], [-2.98036, -2.11688, 1.88787], [-3.61790, -3.32459, 3.83457], [-2.94137, -4.47347, 2.72618], [-5.03407, -5.13514, 2.16152], [0.63472, -1.29406, -3.41564], [1.33368, -1.78373, -4.64396], [2.74207, -1.84204, -4.40414], [0.77134, -1.95175, -2.55510], [-0.42624, -1.25476, -3.65939], [1.05930, -0.32373, -3.14808], [1.14473, -1.13322, -5.51121], [0.91933, -2.75879, -4.96506], [3.18489, -1.89379, -5.25507], [0.05422, 2.91977, 4.34240], [0.13086, 3.71019, 3.17797], [-0.93797, 2.96329, 4.79643], [0.30157, 1.87707, 4.11254], [0.77849, 3.22963, 5.09584], [-0.75708, 3.70432, 2.77738]], "forces_ev_per_angstrom": [[0.620, -1.026, -0.790], [-1.003, 1.186, 0.500], [0.457, 0.054, -0.063], [-0.036, 0.387, 0.177], [-0.203, 0.111, -0.029], [-0.115, 0.014, 0.062], [0.098, -0.147, 0.148], [0.221, -0.371, -0.273], [-0.148, -0.390, 0.208], [-0.557, 0.132, 0.027], [1.115, -0.110, 0.461], [0.198, -0.472, 0.135], [-0.007, 0.154, 0.139], [-0.018, 0.055, -0.143], [0.197, 0.081, 0.084], [-0.687, -0.032, -0.546], [-0.161, -0.022, -0.071], [-0.081, 0.205, -0.136], [-0.615, -0.395, -0.015], [-0.138, 0.587, 0.931], [0.052, -0.065, -0.917], [0.020, 0.292, -0.362], [-0.121, -0.114, -0.119], [0.288, 0.203, 0.178], [0.327, -0.234, 0.018], [0.262, 0.090, -0.166], [0.124, -0.147, 0.177], [0.499, 0.019, 0.076], [-0.421, -0.967, 0.181], [-0.175, -0.102, -0.169], [-0.168, 0.148, -0.090], [-0.035, 0.032, 0.207], [-0.226, -0.080, 0.059], [0.343, 0.445, -0.019], [-0.109, 0.467, -0.201], [0.418, -0.192, 0.011], [0.790, 0.011, 0.125], [-0.258, 0.044, 0.370], [0.009, 0.210, -0.120], [-0.171, 0.077, -0.235], [-0.426, 0.244, 0.254], [0.029, -0.053, -0.122], [0.108, -0.123, -0.122], [-0.024, -0.115, -0.244], [-0.003, -0.070, 0.153], [0.354, -1.140, -0.161], [-0.045, 1.586, -0.108], [-0.554, -0.379, 0.336], [-0.061, 0.038, -0.136], [0.024, -0.077, -0.173], [0.002, -0.130, -0.115], [0.263, 0.070, 0.093], [-0.001, 0.003, 0.258], [-0.025, -0.078, -0.033], [0.165, 0.279, -0.299], [-0.389, 0.649, -0.505], [0.154, -0.366, 0.095], [0.102, 0.145, 0.128], [0.207, -0.177, 0.221], [-0.345, -0.231, 0.148], [0.163, -0.238, 0.212], [-0.009, 0.019, -0.008], [-0.137, -0.036, 0.188], [-0.088, -0.300, 0.814], [-1.006, 0.299, 0.003], [0.771, -0.091, -0.311], [0.094, 0.058, 0.071], [0.370, 0.017, -0.167], [-0.228, 0.031, -0.497], [-0.194, -0.036, 0.099], [0.204, -0.053, 0.089], [0.045, 0.062, -0.043], [0.169, 1.065, -0.580], [-0.291, -0.586, 0.350], [-0.509, 0.402, 0.132], [-0.040, -0.064, 0.060], [-0.060, -0.139, 0.344], [0.091, -0.335, 0.148], [0.094, -0.052, -0.004], [0.032, -0.078, -0.117], [0.458, -0.262, -0.374], [0.674, 0.789, -0.612], [0.390, -0.269, 0.472], [-0.103, -0.342, -0.251], [0.069, -0.179, 0.094], [-0.295, -0.367, 0.056], [-0.400, -0.071, 0.114], [-0.083, 0.233, 0.188], [-0.266, 0.254, -0.063], [0.076, -0.101, 0.015], [-0.166, 1.113, 0.362], [-0.120, -1.008, 0.314], [0.625, 0.473, 0.008], [-0.133, -0.187, -0.008], [0.215, -0.169, -0.328], [0.117, -0.310, -0.357], [-0.374, -0.084, 0.044], [-0.084, 0.082, -0.117], [-0.068, 0.046, 0.079], [0.119, 0.162, 0.015], [0.232, -0.454, -0.822], [-0.278, -0.133, 0.003], [0.053, -0.145, -0.124], [-0.087, 0.386, 0.297], [-0.383, 0.115, 0.040], [-0.063, 0.204, 0.316], [0.335, 0.013, 0.296], [0.077, -0.058, 0.030], [0.254, -0.802, 0.361], [-0.255, 0.229, -0.252], [-0.032, 0.005, -0.034], [-0.230, -0.012, -0.016], [0.026, 0.397, -0.186], [0.108, 0.292, 0.180]]}


{"formula": "C5H12NO", "method": "ωB97M-V with the def2-TZVPD basis set", "molar_mass_g_mol": 102.2, "total_charge": 1, "lumo_ev": [-5.550, -5.550], "orbital_gap_ev": [6.67, 6.67], "spin_multiplicity": 1, "species": ["C", "C", "C", "C", "C", "N", "O", "H", "H", "H", "H", "H", "H", "H", "H", "H", "H", "H", "H"], "coordinates": [[1.18973, 0.34863, 1.23604], [2.01197, 0.86295, 0.15119], [0.86607, -0.10516, -0.18192], [1.15371, -1.60614, -0.52241], [-2.70051, 0.69701, 0.27163], [-0.29603, 0.38098, -0.68642], [-3.05880, -0.50082, 0.45209], [1.55051, -0.51532, 1.75242], [0.52931, 1.13522, 1.74121], [1.96837, 1.89328, -0.24486], [2.88995, 0.32685, -0.07889], [0.46188, -2.37451, -0.21405], [1.99317, -2.00065, -0.05861], [1.26306, -1.56096, -1.57294], [-2.17635, 1.20629, 1.02524], [-3.08819, 1.34541, -0.59771], [-0.56934, 0.05581, -1.64876], [-0.22739, 1.36691, -0.76597], [-3.76116, -0.95578, -0.05728]], "forces_ev_per_angstrom": [[-1.592, 0.802, 0.708], [-0.078, -0.289, -2.158], [2.101, -2.120, 2.809], [-1.206, 2.207, 0.100], [-0.494, 0.359, -3.132], [-4.616, 0.891, -2.879], [-0.263, -0.349, 1.140], [0.269, 0.265, 1.082], [0.867, -1.618, -0.536], [-0.095, -0.648, 0.536], [1.432, 0.082, 0.118], [-1.228, 0.371, -0.076], [2.239, -0.021, 0.627], [0.307, -0.781, -1.280], [0.743, 0.110, 1.153], [0.492, -1.293, 1.216], [0.724, 0.177, 1.215], [-0.042, 1.157, -0.204], [0.438, 0.699, -0.440]]}


{"formula": "C30H53BrN4P2Ru", "method": "ωB97M-V with the def2-TZVPD basis set", "s2": 6.304, "molar_mass_g_mol": 712.7, "total_charge": 4, "lumo_ev": [-14.501, -14.656], "orbital_gap_ev": [4.62, 4.88], "spin_multiplicity": 5, "species": ["N", "C", "C", "C", "C", "C", "C", "Ru", "P", "C", "C", "C", "C", "C", "C", "C", "Br", "H", "H", "H", "H", "H", "H", "H", "H", "H", "H", "P", "C", "C", "H", "H", "H", "H", "H", "C", "C", "H", "H", "H", "H", "H", "C", "C", "H", "H", "H", "H", "H", "C", "C", "H", "H", "H", "H", "H", "C", "C", "H", "H", "H", "H", "H", "C", "C", "H", "H", "H", "H", "H", "C", "N", "C", "C", "N", "N", "C", "C", "H", "H", "H", "H", "H", "H", "H", "H", "H", "H", "H", "H", "H"], "coordinates": [[-6.49471, -1.59198, 4.12828], [-5.84094, -0.59949, 4.74757], [-5.27559, 0.46872, 4.04644], [-5.43810, 0.52021, 2.64508], [-6.19398, -0.50985, 2.01362], [-6.69088, -1.54497, 2.81249], [-4.77980, 1.53134, 1.86681], [0.46348, 1.02376, -0.74010], [2.97467, 0.76318, -2.33390], [-4.87297, 1.60005, 0.50143], [-3.83053, 2.21557, -0.24723], [-3.58879, 1.81041, -1.58378], [-2.26138, 1.67190, -1.99349], [-1.30688, 1.89740, -0.98034], [-1.55040, 2.91806, -0.01193], [-2.85625, 3.01340, 0.43461], [1.37018, 3.13167, -1.64534], [-4.15233, 2.23885, 2.41916], [-5.65252, 1.09157, -0.06972], [-4.64971, 1.19927, 4.55469], [-6.31004, -0.56990, 0.93361], [-5.74030, -0.65317, 5.83135], [-7.25080, -2.36529, 2.34556], [-4.43545, 1.52815, -2.20790], [-3.11041, 3.58799, 1.31489], [-1.91304, 1.37474, -2.96706], [-0.70802, 3.48763, 0.36761], [-0.31077, -1.06602, -0.91406], [4.21270, 2.05001, -1.81737], [4.73016, 2.90817, -2.96295], [5.01245, 1.60890, -1.20281], [3.63486, 2.71351, -1.14086], [5.11269, 3.84875, -2.54938], [5.55681, 2.42764, -3.50393], [3.93683, 3.17140, -3.67505], [2.45736, 0.78987, -4.10596], [3.56617, 0.59668, -5.13737], [1.90813, 1.73123, -4.25903], [1.71412, -0.01893, -4.20369], [3.11531, 0.58636, -6.13882], [4.29964, 1.41211, -5.11982], [4.09320, -0.35894, -5.00779], [3.82732, -0.83795, -2.08372], [5.33746, -0.77599, -2.28560], [3.34747, -1.59114, -2.72817], [3.58188, -1.13345, -1.05195], [5.76247, -1.78506, -2.24359], [5.60146, -0.33566, -3.25397], [5.81025, -0.18781, -1.49337], [0.29305, -2.44509, 0.15899], [1.66952, -3.00203, -0.15764], [-0.46834, -3.22960, 0.04359], [0.24179, -2.09276, 1.20029], [1.82122, -3.92030, 0.42797], [1.78989, -3.25547, -1.21911], [2.46267, -2.30231, 0.12369], [-0.15667, -1.86048, -2.57625], [-1.37813, -1.70852, -3.47365], [0.04609, -2.92593, -2.38483], [0.74860, -1.45539, -3.05733], [-1.12505, -2.03660, -4.48866], [-2.20721, -2.33801, -3.12897], [-1.73487, -0.67511, -3.54036], [-2.11807, -1.12285, -0.47385], [-2.64485, -1.93347, 0.71914], [-2.60825, -1.43485, -1.40614], [-2.42743, -0.08078, -0.32061], [-3.09082, -2.86679, 0.35340], [-1.87796, -2.18451, 1.46084], [-3.43397, -1.36179, 1.21687], [3.74623, -0.75457, 2.40974], [2.48999, -0.30205, 2.98596], [2.53392, 0.04808, 4.39281], [1.47712, 0.16634, 2.17806], [1.73440, 0.56473, 0.93659], [0.23359, 0.17538, 2.71406], [-0.14465, -0.53613, 3.91805], [-0.82280, 0.80443, 1.96255], [4.33297, -1.17530, 3.23666], [4.33605, 0.06872, 1.96446], [3.59416, -1.55168, 1.66110], [1.97017, 0.95718, 4.59219], [2.16437, -0.78333, 5.00417], [3.58828, 0.21028, 4.64926], [2.72594, 0.61708, 0.75767], [-0.06711, 0.11469, 4.80075], [-1.18672, -0.86746, 3.84567], [0.47790, -1.42985, 4.06435], [-0.95952, 1.86205, 2.22433], [-0.47067, 0.78977, 0.90004], [-1.76728, 0.26140, 2.02095]], "forces_ev_per_angstrom": [[0.016, 0.100, 0.236], [0.298, 0.726, -0.240], [0.126, -0.497, 0.622], [0.375, 0.687, -1.033], [-0.156, -0.813, 0.353], [-0.054, 0.376, -0.976], [-0.920, -0.928, 2.569], [2.795, 1.889, 0.239], [1.276, -0.210, -0.933], [0.464, 0.916, -2.831], [-1.180, -0.404, 1.776], [1.254, -0.368, -1.638], [-1.894, 0.533, 0.650], [0.592, 1.041, -0.659], [-1.561, 0.180, 0.342], [2.097, -0.019, -0.359], [-0.963, -0.185, -0.045], [-0.144, -0.285, -0.194], [0.252, -0.075, 0.317], [-0.305, -0.008, 0.006], [-0.153, 0.083, 0.307], [-0.075, -0.138, -0.244], [0.230, 0.289, 0.356], [0.216, -0.079, 0.011], [-0.031, 0.174, -0.128], [-0.364, -0.286, -0.248], [-0.270, -0.080, 0.329], [-1.599, -3.260, -0.127], [-0.740, 0.535, 0.829], [0.441, 0.224, -0.426], [-0.302, -0.025, -0.428], [0.742, -0.526, -0.225], [-0.023, -0.210, -0.077], [-0.314, 0.127, 0.120], [0.209, -0.025, 0.153], [-0.570, 0.460, 0.377], [0.525, -0.092, -0.229], [0.204, -0.221, -0.057], [0.188, 0.208, 0.110], [0.045, -0.014, 0.279], [-0.238, -0.300, -0.001], [-0.167, 0.273, -0.049], [-0.840, -0.564, 0.603], [0.380, 0.300, -0.107], [0.079, 0.273, 0.075], [0.274, -0.079, -0.241], [-0.185, 0.133, -0.024], [0.024, -0.129, 0.227], [0.044, -0.214, -0.220], [0.359, 0.509, 0.356], [0.287, -0.190, 0.071], [0.074, 0.252, -0.083], [0.041, -0.210, -0.210], [0.011, 0.243, -0.235], [0.001, -0.006, 0.319], [-0.199, -0.144, -0.070], [0.247, 0.163, -0.022], [-0.119, -0.102, -0.386], [-0.098, 0.322, -0.056], [-0.307, -0.147, 0.170], [-0.109, 0.060, 0.211], [0.200, 0.130, -0.167], [0.072, -0.175, -0.047], [-0.295, 0.732, -0.249], [0.149, -0.478, -0.198], [-0.049, 0.108, 0.362], [0.173, -0.470, -0.086], [0.154, 0.132, 0.328], [-0.301, 0.069, -0.109], [0.063, -0.150, -0.013], [0.484, -0.222, -0.250], [-1.176, 0.592, -1.610], [0.430, -0.286, 0.884], [1.254, -0.957, 2.153], [-0.847, 0.158, -1.185], [-0.124, 0.207, -1.023], [-0.123, -0.453, 0.878], [0.602, 0.367, 0.031], [-0.083, 0.065, -0.439], [-0.128, -0.226, 0.210], [0.019, 0.385, 0.367], [0.093, -0.034, 0.054], [0.220, 0.374, 0.101], [-0.389, 0.154, 0.056], [0.199, 0.003, 0.089], [-0.046, -0.328, -0.198], [0.203, 0.103, -0.187], [-0.256, 0.357, -0.118], [0.011, -0.266, 0.048], [-0.941, -0.086, 0.996], [0.150, -0.045, 0.107]]}